Version w
CH2N2O2S | the ωB97M-V functional and the def2-TZVPD basis

XYZ file:
```
8
Properties=species:S:1:pos:R:3
S 1.592 0.088 -0.115
O 0.400 -1.330 -0.091
O 2.381 0.406 1.095
N 0.373 1.173 -0.464
N -0.839 -0.792 -0.186
C -0.768 0.627 -0.312
H -1.695 1.068 -0.418
H -1.444 -1.239 0.492
```

Values from the calculation:
- highest occupied orbital energy (eV) = -9.9
- Kohn-Sham gap (eV) = 10.5
- lowest unoccupied orbital energy (eV) = 0.595

Charges in e, computed with Mulliken, in the same order as the atoms: 0.565 -0.342 -0.479 -0.360 -0.055 0.019 0.403 0.250


Version x
CH2N2O2S | the ωB97M-V functional and the def2-TZVPD basis

XYZ file:
```
8
Properties=species:S:1:pos:R:3
S 1.948 -1.379 -0.072
O 1.530 2.175 0.064
O 0.685 -1.965 0.450
N -1.238 -0.121 -0.275
N 0.613 1.416 -0.109
C -0.401 0.851 0.063
H -0.918 -1.050 0.015
H -2.219 0.073 -0.136
```

Values from the calculation:
- highest occupied orbital energy (alpha / beta) (eV) = -8.6 / -8.6
- Kohn-Sham gap (alpha / beta) (eV) = 6.6 / 6.6
- lowest unoccupied orbital energy (alpha / beta) (eV) = -2.013 / -2.005
- structure (SMILES) = NC#[N+][O-].O=S

Charges in e, computed with Mulliken, in the same order as the atoms: 0.338 -0.645 -0.408 -0.394 0.396 0.163 0.297 0.255


Most stable pick: version w. Distance to second place: 2.120 eV.


Version w
CH2N2O2S | the ωB97M-V functional and the def2-TZVPD basis

XYZ file:
```
8
Properties=species:S:1:pos:R:3
S 0.342 0.014 -2.368
O 1.089 -0.096 -3.576
O -1.047 -0.422 -2.236
N 0.956 0.874 -1.256
N 1.250 -0.189 1.406
C 2.367 -0.222 1.404
H 0.179 1.001 -0.635
H 3.455 0.041 1.251
```

Values from the calculation:
- highest occupied orbital energy (eV) = -11.5
- Kohn-Sham gap (eV) = 10.8
- lowest unoccupied orbital energy (eV) = -0.738
- structure (SMILES) = N=S(=O)=O.C#N

Charges in e, computed with Mulliken, in the same order as the atoms: 0.962 -0.415 -0.437 -0.436 -0.353 0.118 0.314 0.248


Version x
CH2N2O2S | the ωB97M-V functional and the def2-TZVPD basis

XYZ file:
```
8
Properties=species:S:1:pos:R:3
S -0.801 1.101 0.491
O -1.192 -0.208 -1.716
O -1.584 0.655 1.584
N -0.166 -0.848 -1.625
N 0.736 -0.896 -0.804
C 0.707 0.078 0.412
H 1.443 0.779 0.458
H 0.858 -0.661 1.200
```

Values from the calculation:
- highest occupied orbital energy (alpha / beta) (eV) = -10.0 / -9.3
- Kohn-Sham gap (alpha / beta) (eV) = 8.8 / 7.7
- lowest unoccupied orbital energy (alpha / beta) (eV) = -1.186 / -1.530

Charges in e, computed with Mulliken, in the same order as the atoms: 0.405 -0.392 -0.402 0.435 -0.328 -0.340 0.321 0.300


Most stable pick: version w. Distance to second place: 2.111 eV.


Version w
HNO2S | the ωB97M-V functional and the def2-TZVPD basis

XYZ file:
```
5
Properties=species:S:1:pos:R:3
S -0.250 0.421 -0.203
O 0.556 -0.397 0.977
O 0.843 1.102 -0.721
N -1.237 0.064 -1.183
H 0.088 -1.190 1.130
```

Values from the calculation:
- highest occupied orbital energy (alpha / beta) (eV) = -10.9 / -10.9
- Kohn-Sham gap (alpha / beta) (eV) = 8.5 / 8.5
- lowest unoccupied orbital energy (alpha / beta) (eV) = -2.313 / -2.315
- structure (SMILES) = N#S(=O)O

Charges in e, computed with Mulliken, in the same order as the atoms: 0.727 -0.388 -0.415 -0.274 0.350


Version x
HNO2S | the ωB97M-V functional and the def2-TZVPD basis

XYZ file:
```
5
Properties=species:S:1:pos:R:3
S 1.335 -0.420 -1.561
O 2.576 0.028 -2.097
O 0.459 -1.257 -2.325
N 1.123 -0.071 -0.114
H -0.312 0.095 0.332
```

Values from the calculation:
- highest occupied orbital energy (eV) = -11.2
- Kohn-Sham gap (eV) = 10.0
- lowest unoccupied orbital energy (eV) = -1.152

Charges in e, computed with Mulliken, in the same order as the atoms: 0.935 -0.390 -0.417 -0.474 0.346


Most stable pick: version x. Distance to second place: 0.289 eV.


Version w
C5H8O3 | the ωB97M-V functional and the def2-TZVPD basis

XYZ file:
```
16
Properties=species:S:1:pos:R:3
O -2.132 0.950 0.865
O 1.265 0.014 -0.372
O -1.884 -2.161 -0.216
C -0.001 0.109 0.047
C -0.819 1.026 0.479
C 0.152 -2.692 -1.483
C -0.444 2.503 0.882
C -0.831 -1.900 -0.611
H -0.471 -3.354 -2.162
H 0.655 2.668 0.753
H -2.658 0.255 0.486
H -0.469 2.508 1.972
H -1.186 3.340 0.543
H 1.861 -0.074 0.423
H 0.781 -3.290 -0.714
H 0.864 -2.000 -1.994
```

Values from the calculation:
- highest occupied orbital energy (eV) = -7.8
- Kohn-Sham gap (eV) = 8.4
- lowest unoccupied orbital energy (eV) = 0.624

Charges in e, computed with Mulliken, in the same order as the atoms: -0.472 -0.466 -0.395 -0.027 0.579 -0.869 -1.100 0.389 0.330 0.301 0.305 0.315 0.266 0.346 0.233 0.264


Version x
C5H8O3 | the ωB97M-V functional and the def2-TZVPD basis

XYZ file:
```
16
Properties=species:S:1:pos:R:3
O 1.401 0.753 0.906
O 2.012 -0.999 -0.793
O -0.015 0.712 -1.077
C 0.726 -1.311 -0.109
C -0.320 -0.256 0.044
C 0.665 -0.346 1.104
C 0.806 1.544 -0.211
C -1.932 -0.256 -0.009
H 0.289 2.514 0.401
H -2.307 -0.078 -1.044
H 1.598 1.963 -0.808
H -2.456 -1.276 0.427
H -2.341 0.619 0.270
H 0.411 -0.647 2.181
H 1.134 -0.706 -1.841
H 0.330 -2.228 0.558
```

Values from the calculation:
- highest occupied orbital energy (eV) = -8.9
- Kohn-Sham gap (eV) = 9.3
- lowest unoccupied orbital energy (eV) = 0.372

Charges in e, computed with Mulliken, in the same order as the atoms: -0.376 -0.558 -0.503 -0.456 0.822 0.155 -0.134 -1.425 0.190 0.355 0.282 0.252 0.421 0.299 0.427 0.252


Version y
C5H8O3 | the ωB97M-V functional and the def2-TZVPD basis

XYZ file:
```
16
Properties=species:S:1:pos:R:3
O -1.635 -0.903 -0.907
O -1.846 -0.927 1.209
O 0.344 0.029 0.230
C 1.409 -0.926 0.132
C -0.943 -0.353 0.196
C -3.361 0.756 -0.309
C 2.613 -0.154 -0.410
C -2.355 -0.106 0.119
H -2.948 0.992 -1.274
H 1.714 -1.079 1.200
H 2.505 0.110 -1.519
H -4.360 0.165 -0.650
H 0.887 -1.656 -0.519
H -3.555 1.662 0.262
H 3.612 -0.657 -0.422
H 2.947 0.793 0.115
```

Values from the calculation:
- highest occupied orbital energy (eV) = -8.7
- Kohn-Sham gap (eV) = 9.6
- lowest unoccupied orbital energy (eV) = 0.902
- structure (SMILES) = CCO[C@]12O[C@@]1(C)O2

Charges in e, computed with Mulliken, in the same order as the atoms: -0.537 -0.573 -0.360 -0.092 0.729 -0.928 -1.130 0.528 0.320 0.202 0.280 0.246 0.376 0.295 0.374 0.270


Most stable pick: version w. Distance to second place: 1.482 eV.


Version w
C5H8O3 | the ωB97M-V functional and the def2-TZVPD basis

XYZ file:
```
16
Properties=species:S:1:pos:R:3
O 0.011 2.250 0.139
O 3.560 -0.220 0.146
O -2.094 0.784 0.068
C -0.778 -0.909 1.402
C 0.252 1.071 0.153
C -0.494 -0.684 -1.145
C 2.884 0.519 -0.430
C -0.825 0.018 0.170
H -1.749 1.726 0.015
H -0.978 -1.968 1.129
H 3.067 1.172 -1.352
H -0.549 0.092 -1.954
H 0.481 -1.132 -1.030
H -1.788 -0.557 1.955
H -1.194 -1.433 -1.323
H 0.194 -0.729 2.057
```

Values from the calculation:
- highest occupied orbital energy (alpha / beta) (eV) = -8.2 / -8.5
- Kohn-Sham gap (alpha / beta) (eV) = 8.0 / 8.7
- lowest unoccupied orbital energy (alpha / beta) (eV) = -0.209 / 0.172

Charges in e, computed with Mulliken, in the same order as the atoms: -0.474 -0.318 -0.624 -1.200 0.004 -1.494 0.129 1.348 0.352 0.313 0.248 0.302 0.378 0.301 0.454 0.280


Version x
C5H8O3 | the ωB97M-V functional and the def2-TZVPD basis

XYZ file:
```
16
Properties=species:S:1:pos:R:3
O 0.051 1.477 0.378
O 0.086 -1.676 2.646
O -0.029 -1.222 -0.946
C -0.018 0.243 0.891
C 0.656 -0.863 1.679
C -0.014 1.346 -1.031
C 0.611 -0.801 0.147
C -0.435 -0.022 -1.672
H -0.151 -0.170 -2.735
H -1.549 -0.831 2.770
H -1.169 0.000 0.602
H 1.653 -0.337 -0.005
H -0.846 2.150 -1.390
H 1.782 -0.948 1.933
H 0.928 1.839 -1.576
H -1.555 -0.186 -1.692
```

Values from the calculation:
- highest occupied orbital energy (eV) = -9.1
- Kohn-Sham gap (eV) = 7.0
- lowest unoccupied orbital energy (eV) = -2.090

Charges in e, computed with Mulliken, in the same order as the atoms: -0.410 -0.557 -0.429 -0.157 0.092 -0.303 0.276 -0.463 0.332 0.299 0.122 0.188 0.250 0.265 0.239 0.254


Version y
C5H8O3 | the ωB97M-V functional and the def2-TZVPD basis

XYZ file:
```
16
Properties=species:S:1:pos:R:3
O 1.950 -0.387 -0.242
O 0.424 1.508 -0.357
O -1.731 -0.890 -0.175
C 1.480 0.873 0.339
C -0.598 -1.123 0.433
C -0.928 1.570 -0.273
C 0.799 -1.159 -0.607
C -1.880 0.550 -0.036
H 1.057 0.670 1.468
H -2.925 0.681 -0.268
H -1.226 2.519 -0.409
H 1.247 -2.379 -0.403
H 2.264 1.727 0.501
H 0.049 -0.779 1.392
H 0.594 -1.073 -1.819
H -0.575 -2.308 0.455
```

Values from the calculation:
- highest occupied orbital energy (eV) = -8.8
- Kohn-Sham gap (eV) = 9.7
- lowest unoccupied orbital energy (eV) = 0.869
- structure (SMILES) = C1=C\OCOCCO/1

Charges in e, computed with Mulliken, in the same order as the atoms: -0.314 -0.397 -0.278 -0.281 -0.275 -0.145 -0.440 -0.380 0.299 0.360 0.540 0.285 0.238 0.317 0.206 0.265


Version z
C5H8O3 | the ωB97M-V functional and the def2-TZVPD basis

XYZ file:
```
16
Properties=species:S:1:pos:R:3
O 1.637 1.134 -0.182
O 0.348 -0.010 1.179
O -0.639 -1.220 -0.489
C 1.946 -0.296 -0.239
C 0.290 0.831 -0.025
C -1.608 -0.243 -0.058
C -1.159 1.379 0.003
C 0.607 -1.093 0.294
H -1.378 1.755 1.038
H 0.175 0.260 -0.988
H 0.729 -2.167 0.665
H -1.539 1.951 -0.874
H 2.298 -0.629 -1.232
H 2.681 -0.544 0.492
H -1.847 -0.604 1.010
H -2.541 -0.504 -0.594
```

Values from the calculation:
- highest occupied orbital energy (eV) = -9.5
- Kohn-Sham gap (eV) = 10.6
- lowest unoccupied orbital energy (eV) = 1.072

Charges in e, computed with Mulliken, in the same order as the atoms: -0.531 -0.415 -0.435 -0.489 0.026 -0.436 -0.625 0.176 0.297 0.416 0.408 0.313 0.288 0.379 0.219 0.410


Most stable pick: version w. Distance to second place: 1.366 eV.


Version w
C5H12NO2 | the ωB97M-V functional and the def2-TZVPD basis

XYZ file:
```
20
Properties=species:S:1:pos:R:3
O 0.877 2.903 0.985
O 0.725 0.042 -2.792
N 0.468 0.354 0.001
C -0.346 0.056 1.240
C -1.519 -0.762 0.684
C 1.047 -0.859 -2.071
C 0.514 -0.967 -0.648
C -0.958 -1.422 -0.617
H -0.675 0.948 1.767
H 0.003 1.070 -0.561
H -2.256 -0.013 0.432
H -1.506 -1.112 -1.489
H -1.895 -1.567 1.277
H 0.272 -0.378 2.030
H 0.311 3.674 1.083
H 1.093 -1.657 -0.079
H 1.787 -1.606 -2.407
H -0.973 -2.506 -0.661
H 1.669 3.100 1.499
H 1.361 0.703 0.326
```

Values from the calculation:
- net charge = +1
- highest occupied orbital energy (eV) = -14.3
- Kohn-Sham gap (eV) = 11.0
- lowest unoccupied orbital energy (eV) = -3.333

Charges in e, computed with Mulliken, in the same order as the atoms: -0.586 -0.415 -0.157 -0.670 -0.449 -0.227 0.077 -0.835 0.309 0.364 0.317 0.335 0.310 0.415 0.296 0.480 0.386 0.437 0.303 0.309


Version x
C5H12NO2 | the ωB97M-V functional and the def2-TZVPD basis

XYZ file:
```
20
Properties=species:S:1:pos:R:3
O 1.270 0.624 -3.184
O 1.123 -1.531 -2.577
N 0.266 -0.606 2.312
C -0.850 1.309 1.354
C 0.116 -0.629 -0.151
C -0.299 0.025 -1.489
C -0.554 -0.240 1.139
C 0.692 -0.399 -2.526
H 0.132 1.879 1.655
H 1.541 0.538 -4.106
H -1.662 -0.760 1.109
H 1.144 -0.684 -0.060
H -0.592 1.086 -1.458
H -0.115 -0.959 3.347
H -0.932 1.703 0.270
H -1.212 -0.549 -1.979
H 1.143 -1.059 1.928
H -0.301 -1.635 -0.292
H 0.660 0.367 2.596
H -1.570 1.521 2.111
```

Values from the calculation:
- net charge = +1
- highest occupied orbital energy (eV) = -13.8
- Kohn-Sham gap (eV) = 9.8
- lowest unoccupied orbital energy (eV) = -3.910
- structure (SMILES) = C[C@H]([NH3+])CCC(=O)O

Charges in e, computed with Mulliken, in the same order as the atoms: -0.443 -0.512 -0.366 -1.272 -1.100 -0.374 0.224 0.309 0.436 0.367 0.268 0.660 0.372 0.417 0.248 0.256 0.362 0.305 0.430 0.412


Version y
C5H12NO2 | the ωB97M-V functional and the def2-TZVPD basis

XYZ file:
```
20
Properties=species:S:1:pos:R:3
O -2.124 -0.341 -0.940
O 0.123 0.089 1.775
N 0.205 0.172 -0.863
C -0.950 -0.636 -0.283
C -1.110 -0.237 1.172
C 0.001 1.659 -0.787
C 1.472 -0.330 -0.222
C 1.250 -0.593 1.280
H -0.496 1.912 0.140
H -0.583 1.974 -1.645
H 1.190 -1.668 1.477
H -1.744 0.647 1.227
H -1.631 -1.044 1.694
H -2.286 -0.943 -1.667
H -0.648 -1.681 -0.390
H 2.103 -0.206 1.832
H 2.254 0.402 -0.399
H 1.742 -1.254 -0.734
H 0.257 -0.064 -1.852
H 0.974 2.141 -0.815
```

Values from the calculation:
- net charge = +1
- highest occupied orbital energy (eV) = -14.5
- Kohn-Sham gap (eV) = 11.1
- lowest unoccupied orbital energy (eV) = -3.376
- structure (SMILES) = C[N@H+]1CCOC[C@H]1O

Charges in e, computed with Mulliken, in the same order as the atoms: -0.497 -0.367 -0.033 -0.106 -0.721 -0.762 -0.600 -0.306 0.313 0.335 0.318 0.422 0.346 0.368 0.507 0.332 0.345 0.384 0.353 0.367


Version z
C5H12NO2 | the ωB97M-V functional and the def2-TZVPD basis

XYZ file:
```
20
Properties=species:S:1:pos:R:3
O 0.432 1.431 -1.302
O -0.973 1.538 0.680
N 2.826 -0.573 0.494
C -1.894 0.487 0.872
C -1.994 -0.513 -1.605
C -1.209 -0.317 -0.267
C -0.300 0.935 -0.260
C 1.608 -0.252 1.238
H 1.136 -1.148 1.481
H 3.561 -0.875 1.100
H -1.378 -0.996 -2.381
H 3.078 0.120 -0.221
H -0.810 -1.255 0.005
H -2.406 0.437 -2.052
H -2.748 -1.218 -1.332
H 1.815 0.300 2.069
H 2.800 -1.410 -0.171
H -1.899 0.369 2.051
H -2.849 0.940 0.672
H 1.204 2.002 -1.069
```

Values from the calculation:
- net charge = +1
- highest occupied orbital energy (alpha / beta) (eV) = -11.5 / -11.5
- Kohn-Sham gap (alpha / beta) (eV) = 8.1 / 8.1
- lowest unoccupied orbital energy (alpha / beta) (eV) = -3.421 / -3.421

Charges in e, computed with Mulliken, in the same order as the atoms: -0.466 -0.275 -0.286 -0.356 -1.490 0.309 0.542 -1.142 0.326 0.345 0.364 0.326 0.392 0.334 0.429 0.364 0.372 0.215 0.300 0.396


Most stable pick: version w. Distance to second place: 0.410 eV.